Record 1
ORCA calculation (the ωB97M-V functional and the def2-TZVPD basis) on an isolated molecule of C23H27FN6O3.

ORCA input file:
```
! RIJCOSX wB97M-V def2-TZVPD def2/J DEFGRID3
* xyz 0 1
C -5.088 -1.927 -0.468
O -3.809 -1.799 0.107
C -2.778 -1.349 -0.674
C -2.923 -1.020 -2.015
C -1.856 -0.528 -2.745
C -0.630 -0.344 -2.140
C -0.458 -0.671 -0.805
C 0.883 -0.492 -0.098
C 1.523 0.755 -0.604
N 2.260 0.960 -1.674
N 2.545 2.256 -1.699
N 2.017 2.861 -0.717
N 1.357 1.955 0.004
C 0.617 2.290 1.186
C -0.858 2.039 0.993
C -1.469 2.400 -0.203
C -2.814 2.162 -0.408
C -3.542 1.568 0.605
F -4.858 1.331 0.410
C -2.966 1.212 1.809
C -1.615 1.446 1.993
N 1.646 -1.715 -0.176
C 2.519 -1.956 -1.291
C 3.955 -1.409 -1.104
C 4.296 -1.230 0.387
C 3.918 0.149 0.918
N 4.641 1.154 0.374
O 3.102 0.357 1.794
C 3.639 -2.347 1.197
C 2.105 -2.322 1.053
C -1.519 -1.198 -0.064
O -1.250 -1.472 1.250
C -1.939 -2.509 1.912
H -5.729 -2.290 0.334
H -5.467 -0.964 -0.822
H -5.092 -2.651 -1.289
H -3.880 -1.132 -2.498
H -1.993 -0.280 -3.786
H 0.199 0.054 -2.705
H 0.659 -0.322 0.959
H 1.014 1.705 2.022
H 0.806 3.352 1.373
H -0.891 2.870 -0.985
H -3.296 2.428 -1.335
H -3.565 0.749 2.577
H -1.146 1.158 2.922
H 2.563 -3.043 -1.428
H 2.074 -1.519 -2.184
H 4.661 -2.114 -1.546
H 4.050 -0.462 -1.634
H 5.385 -1.299 0.507
H 5.232 1.004 -0.425
H 4.415 2.107 0.610
H 3.904 -2.246 2.249
H 4.033 -3.299 0.835
H 1.730 -3.356 1.086
H 1.669 -1.786 1.896
H -2.938 -2.199 2.226
H -2.019 -3.399 1.285
H -1.335 -2.740 2.790
*
```

The total energy is -1546.7362 Eh. As for the SMILES: COc1cccc([C@H](c2nnnn2Cc2ccc(F)cc2)N2CCC(C(N)=O)CC2)c1OC.

***

Record 2
ORCA calculation (the ωB97M-V functional and the def2-TZVPD basis) on a structure of composition C15H39ClI2P3Sc.

ORCA input file:
```
! RIJCOSX wB97M-V def2-TZVPD def2/J DEFGRID3
* xyz 2 1
I -0.005 1.847 -1.592
I -0.203 -1.223 -0.993
Sc -0.275 -0.167 -4.351
P -2.636 0.048 -3.087
C -3.408 0.138 -1.408
C -3.614 1.416 -3.805
H -4.665 1.102 -3.851
H -4.651 -1.085 -3.735
H -3.248 1.644 -4.812
H -3.256 -1.663 -4.704
H -3.189 1.100 -0.930
H -3.512 2.293 -3.154
C -3.598 -1.387 -3.701
H -4.496 0.046 -1.562
H -3.467 -2.227 -3.008
H -3.061 -0.688 -0.774
P 2.266 -0.054 -3.073
C 3.022 0.008 -1.380
C 3.221 -1.506 -3.672
H 2.946 1.522 -4.792
H 4.329 0.949 -3.787
H 3.185 2.189 -3.145
C 3.288 1.297 -3.776
H 2.808 -1.858 -4.624
H 4.260 -1.183 -3.806
H 4.116 0.169 -1.496
H 2.829 -0.939 -0.870
H 3.158 -2.308 -2.924
H 2.616 0.826 -0.774
Cl -0.165 -0.340 -6.637
C 0.726 -2.756 2.067
C -0.288 -1.640 2.365
C -0.840 -1.772 3.770
P 0.400 0.032 1.880
C -0.945 1.343 1.843
C -2.172 1.100 2.718
C -0.354 2.757 2.000
C 1.631 0.583 3.155
C 1.003 0.834 4.516
C 2.844 -0.353 3.205
H 1.448 -2.897 2.880
H 1.280 -2.609 1.129
H 0.170 -3.694 1.956
H -1.118 -1.759 1.650
H -0.049 -1.900 4.519
H -1.485 -0.936 4.061
H -1.469 -2.676 3.785
H -1.259 1.274 0.790
H -1.920 1.175 3.790
H -2.905 1.886 2.484
H -2.639 0.134 2.501
H -1.145 3.494 1.790
H 0.009 2.934 3.023
H 0.458 2.941 1.285
H 1.961 1.550 2.731
H 0.633 -0.088 4.973
H 1.789 1.225 5.175
H 0.182 1.560 4.503
H 3.242 -0.539 2.198
H 3.621 0.141 3.799
H 2.596 -1.309 3.681
*
```

The total energy is -3434.8068 Eh.

***

Record 3
ORCA calculation (the ωB97M-V functional and the def2-TZVPD basis) on a cluster of 2 separate species, C6H12O in total.

ORCA input file:
```
! RIJCOSX wB97M-V def2-TZVPD def2/J DEFGRID3
* xyz 0 1
C -0.417 1.955 -2.315
C -0.528 2.001 -0.987
C 0.475 2.127 0.136
C 0.349 1.143 1.257
C 0.004 1.641 2.485
C 0.741 -0.355 1.187
H 0.513 1.885 -2.864
H -1.374 1.911 -2.838
H -1.557 1.955 -0.599
H 0.200 3.060 0.640
H 1.455 2.124 -0.336
H -0.246 0.906 3.252
H 0.388 2.575 2.865
H 0.312 -0.692 0.240
H 0.310 -0.810 2.067
H 1.816 -0.449 1.045
O -0.607 -6.294 -1.290
H -0.854 -7.218 -1.314
H -0.184 -6.138 -2.146
*
```

The total energy is -310.9663 Eh. As for the SMILES: C=CCC(=C)C.O.

***

Record 4
ORCA calculation (the ωB97M-V functional and the def2-TZVPD basis) on an isolated molecule of C3H5NO.

ORCA input file:
```
! RIJCOSX wB97M-V def2-TZVPD def2/J DEFGRID3
* xyz 0 1
C 1.016 -0.036 0.762
N 0.309 0.982 1.292
O -0.860 1.334 0.552
C -0.823 0.278 -0.409
C 0.315 -0.553 -0.451
H 1.806 -0.630 1.423
H -1.013 0.903 -1.201
H -1.900 -0.167 -0.235
H 0.819 -0.425 -1.485
H 0.332 -1.686 -0.248
*
```

The total energy is -247.1639 Eh. As for the SMILES: C1=NOCC1.

***

Record 5
ORCA calculation (the ωB97M-V functional and the def2-TZVPD basis) on a cluster of 5 separate species, C31H65BBrN2O12PS in total.

ORCA input file:
```
! RIJCOSX wB97M-V def2-TZVPD def2/J DEFGRID3
* xyz 0 1
C 1.176 -3.597 0.829
B -0.167 -3.043 1.615
O -0.955 -3.934 2.539
C -0.793 -1.499 1.431
C -1.812 -1.451 0.147
C -1.237 -2.144 -1.224
C -2.350 -1.779 -2.417
Br 0.513 -1.370 -1.869
O -1.404 -1.161 2.726
C -1.893 0.225 2.773
C -1.110 1.164 3.914
C 0.516 0.952 3.928
C 1.339 2.057 3.011
C 0.648 2.338 1.543
O 1.391 3.501 0.955
C 1.876 3.141 -0.392
O 1.912 4.103 -1.348
C -3.466 0.127 3.335
N -4.466 -0.216 2.254
C -5.673 0.730 2.362
C -5.666 1.801 1.112
C -6.035 3.346 1.555
S -7.495 3.484 2.733
P -5.191 -1.835 2.664
N -4.198 -3.075 2.334
H 1.889 -2.730 0.497
H 0.776 -4.098 -0.179
H 1.698 -4.456 1.437
H -1.179 -4.722 1.929
H 0.146 -0.792 1.263
H -1.970 -0.296 -0.108
H -2.892 -1.871 0.373
H -1.194 -3.322 -1.200
H -2.955 -0.804 -2.179
H -1.874 -1.784 -3.495
H -3.146 -2.668 -2.395
H -1.803 0.819 1.768
H -1.616 1.020 4.982
H -1.307 2.303 3.633
H 0.866 1.156 5.051
H 0.799 -0.162 3.705
H 2.411 1.580 2.804
H 1.524 3.087 3.580
H 0.788 1.366 0.866
H -0.488 2.628 1.609
H 2.263 2.078 -0.722
H -3.497 -0.756 4.134
H -3.658 1.139 3.891
H -5.785 1.224 3.417
H -6.645 0.054 2.212
H -4.580 1.828 0.657
H -6.375 1.359 0.286
H -5.053 3.868 1.976
H -6.318 3.921 0.549
H -6.999 4.160 3.892
H -5.509 -1.922 4.094
H -6.414 -2.090 1.890
H -3.983 -3.621 3.199
C -6.605 -1.784 -6.404
C -5.489 -2.527 -5.698
O -4.945 -1.737 -4.624
C -5.449 -1.694 -3.372
C -6.813 -2.266 -3.118
O -4.831 -1.126 -2.471
H -7.444 -1.585 -5.733
H -6.973 -2.361 -7.257
H -6.249 -0.812 -6.764
H -5.799 -3.515 -5.343
H -4.668 -2.697 -6.403
H -7.558 -1.471 -3.208
H -6.836 -2.670 -2.101
H -7.073 -3.091 -3.779
C 4.946 4.229 -1.628
C 5.204 2.801 -2.066
O 5.940 2.769 -3.303
C 7.286 2.838 -3.397
C 8.077 3.255 -2.192
O 7.847 2.637 -4.474
H 5.878 4.764 -1.428
H 4.334 4.250 -0.723
H 4.426 4.783 -2.418
H 5.703 2.207 -1.295
H 4.246 2.308 -2.264
H 8.241 4.335 -2.225
H 9.044 2.742 -2.217
H 7.613 2.981 -1.246
C -3.851 -9.190 0.999
C -2.380 -9.545 0.923
O -1.643 -8.530 0.217
C -1.145 -7.410 0.784
C -1.605 -7.027 2.160
O -0.386 -6.675 0.151
H -4.014 -8.266 1.561
H -4.417 -9.992 1.481
H -4.258 -9.026 -0.005
H -1.941 -9.740 1.906
H -2.264 -10.469 0.345
H -2.454 -6.343 2.078
H -0.781 -6.521 2.673
H -1.875 -7.876 2.785
C 9.682 8.609 -1.094
C 9.619 7.548 -0.013
O 9.607 6.229 -0.588
C 10.712 5.534 -0.936
C 12.029 6.251 -1.004
O 10.626 4.351 -1.265
H 10.605 8.535 -1.677
H 9.628 9.609 -0.657
H 8.853 8.487 -1.799
H 10.419 7.651 0.726
H 8.677 7.654 0.537
H 12.196 6.599 -2.026
H 12.821 5.548 -0.727
H 12.110 7.087 -0.312
*
```

The total energy is -5570.6367 Eh. As for the SMILES: CB(O)[C@@H](C[C@@H](C)Br)O[C@H](CCCCOC=O)CN(CCCS)[PH2]=N.CCOC(C)=O.CCOC(C)=O.CCOC(C)=O.CCOC(C)=O.

***

Record 6
ORCA calculation (the ωB97M-V functional and the def2-TZVPD basis) on an isolated molecule of C3H4Si.

ORCA input file:
```
! RIJCOSX wB97M-V def2-TZVPD def2/J DEFGRID3
* xyz 0 1
C 0.440 -0.438 -0.434
C -0.464 -0.034 0.988
C -0.995 -0.574 -0.089
Si 1.391 0.979 -1.275
H 1.103 -1.412 -0.353
H -0.305 0.279 1.955
H -1.973 -0.714 -0.516
H 0.803 1.914 -0.276
*
```

The total energy is -405.9993 Eh.